Entry 1:
# C56H42AsF8N5O2Ta

A structure of composition C56H42AsF8N5O2Ta at a distorted geometry (ωB97M-V/def2-TZVPD, OMol25).

Calculated values
energy above the lowest of the compared OMol25 structures with the same formula, charge and spin = 0.0 kJ/mol
net charge = +2
spin multiplicity = 2
E_LUMO (spin up / spin down) = -6.29 / -9.14 eV

The geometry in XYZ format:
```
115
C56H42AsF8N5O2Ta | OMol25 | ωB97M-V/def2-TZVPD
Ta -0.56563 0.02934 -0.12607
O -1.02449 1.27345 1.13617
C -1.31889 1.61747 2.52154
C -0.46928 0.62022 3.32478
C 0.97548 0.70842 2.92692
C 1.88592 1.30172 3.78374
C 3.20706 1.41322 3.39566
C 3.57754 0.91121 2.16453
C 2.62584 0.31742 1.34880
C 3.04819 -0.24415 0.01660
C 2.45708 0.55433 -1.14524
O 1.03675 0.40075 -0.93010
C 2.77053 -0.02348 -2.51761
C 2.43947 0.72574 -3.64533
C 2.64327 0.21155 -4.91486
C 3.19185 -1.05449 -5.07472
C 3.53721 -1.79734 -3.95901
C 3.32453 -1.28597 -2.68521
C 2.82395 2.02759 -1.06894
C 1.87342 3.03555 -1.12351
C 2.25625 4.37305 -1.09746
C 3.59558 4.71231 -1.01396
C 4.55440 3.70673 -0.97353
C 4.17118 2.37629 -1.00897
N 1.33304 0.22384 1.72058
C -0.84601 3.03388 2.79912
C 0.11619 3.64256 2.00427
C 0.59942 4.90312 2.33164
C 0.13334 5.55800 3.46051
C -0.82187 4.94828 4.26407
C -1.31045 3.69335 3.93400
C -2.81800 1.46057 2.71441
C -3.38215 0.38070 3.38315
C -4.76409 0.25823 3.49432
C -5.59692 1.21344 2.93514
C -5.04242 2.30711 2.27890
C -3.66642 2.43067 2.17962
H -0.83341 -0.39089 3.13990
H -0.57640 0.82989 4.38848
H 1.54732 1.68192 4.73805
H 3.93643 1.88110 4.04346
H 4.60236 0.97033 1.82499
H 2.70873 -1.27558 -0.09082
H 4.13482 -0.25722 -0.03986
H 2.04005 1.72664 -3.52984
H 2.39280 0.80508 -5.78459
H 3.35881 -1.45424 -6.06584
H 3.97496 -2.77973 -4.07528
H 3.60558 -1.89138 -1.83435
H 0.82398 2.79142 -1.20801
H 1.49893 5.14617 -1.15189
H 3.89613 5.75140 -0.99651
H 5.60516 3.96042 -0.92894
H 4.93446 1.60649 -1.01561
H 0.50746 3.13973 1.13021
H 1.34987 5.36402 1.70170
H 0.51080 6.53917 3.71548
H -1.19122 5.45271 5.14682
H -2.06210 3.23001 4.56268
H -2.75958 -0.37115 3.85053
H -5.18488 -0.57776 4.03890
H -6.67099 1.12686 3.03491
H -5.68340 3.07775 1.87059
H -3.24688 3.31718 1.71916
F 1.35880 -4.41503 2.49360
C 0.27052 -3.76420 2.18598
C 0.39524 -2.56887 1.45020
C -0.71544 -1.86353 1.08265
C -1.99786 -2.40928 1.44510
C -2.05678 -3.57715 2.29132
F -3.22410 -3.98147 2.76484
C -0.94993 -4.27278 2.64734
C -3.14722 -1.78389 0.87508
C -4.44140 -2.32669 0.89837
C -5.47961 -1.65829 0.26861
C -5.20713 -0.46230 -0.35269
C -3.88584 0.01492 -0.36073
N -2.88390 -0.61696 0.20935
H 1.39573 -2.25864 1.19007
H -0.99889 -5.16098 3.26138
H -4.62897 -3.26630 1.38732
H -6.47715 -2.07541 0.27231
H -5.97601 0.11142 -0.85099
H -3.66015 0.93892 -0.87133
N -1.70313 4.74117 -5.59239
C -2.03545 5.98528 -6.07674
C -1.96431 6.54662 -7.35245
C -2.38879 7.84861 -7.46496
C -2.86939 8.57788 -6.35452
C -2.93646 8.02035 -5.10233
C -2.50955 6.69413 -4.96287
N -2.46751 5.89540 -3.84125
C -1.98543 4.75164 -4.25081
C -1.77737 3.62923 -3.35158
C -1.25134 2.40049 -3.74984
C -1.07544 1.40015 -2.82498
N -1.39433 1.54186 -1.51855
C -1.90398 2.73515 -1.13193
C -2.11179 3.77243 -2.00039
H -1.34191 3.97744 -6.13608
H -1.60092 5.99381 -8.20807
H -2.35558 8.33291 -8.43156
H -3.19139 9.59931 -6.50385
H -3.30315 8.57321 -4.24842
H -0.96161 2.19896 -4.77192
H -0.64886 0.45538 -3.12709
H -2.12692 2.83917 -0.08349
H -2.52116 4.70972 -1.65018
F 0.65594 -2.26072 -1.37626
As -0.64450 -2.75888 -2.43602
F -1.36278 -1.08309 -1.72765
F 0.11811 -4.17327 -2.92977
F -2.10813 -2.91331 -3.27657
F -1.37688 -3.50362 -1.06284
F -0.01221 -1.76200 -3.66501
```

Entry 2:
# C56H44AsBiNOPS4

A structure of composition C56H44AsBiNOPS4 at a distorted geometry (ωB97M-V/def2-TZVPD, OMol25).

Calculated values
energy above the lowest of the compared OMol25 structures with the same formula, charge and spin = 526.6 kJ/mol
E_LUMO = -0.15 eV

The geometry in XYZ format:
```
109
C56H44AsBiNOPS4 | OMol25 | ωB97M-V/def2-TZVPD
Bi -0.48230 0.33327 -0.38770
S -1.71540 2.39373 -1.30459
C -3.03757 2.32883 -0.12166
C -4.33192 2.62299 -0.55427
C -5.39394 2.66731 0.33813
C -5.16989 2.40790 1.68240
C -3.88939 2.10179 2.12311
C -2.81104 2.04688 1.24142
S -1.18435 1.68900 1.83749
C 2.29471 0.77751 1.88139
C 2.68698 -0.54216 1.25813
C 4.00017 -0.84776 0.93909
C 4.26305 -2.09320 0.38951
C 3.21455 -2.96317 0.14395
C 1.92054 -2.56404 0.46698
C 0.71648 -3.37800 0.12296
S 0.39866 -2.91762 -1.58906
C -1.26921 -3.44431 -1.90058
C -1.40232 -4.24105 -3.04961
C -2.62592 -4.74658 -3.44292
C -3.72734 -4.51179 -2.62888
C -3.61024 -3.73283 -1.49229
C -2.40280 -3.10175 -1.10051
S -2.47854 -1.99364 0.26927
N 1.68072 -1.38296 1.04195
H -4.48984 2.81782 -1.61032
H -6.38983 2.90592 -0.01711
H -5.98989 2.43468 2.39321
H -3.72454 1.91579 3.17849
H 3.13517 1.27654 2.35224
H 1.87487 1.44456 1.12631
H 4.79031 -0.12195 1.09320
H 5.27910 -2.37718 0.14668
H 3.37715 -3.93053 -0.31571
H -0.15315 -3.06492 0.69855
H 0.88401 -4.45235 0.19789
H -0.51264 -4.45279 -3.63431
H -2.71513 -5.32736 -4.35475
H -4.69112 -4.93819 -2.88735
H -4.47671 -3.55485 -0.86583
O 2.45429 1.54180 0.00999
C 1.53884 1.53027 -0.78182
C 1.71723 2.23143 -2.12670
C 2.51805 3.37273 -2.16319
C 2.79086 4.00827 -3.36041
C 2.31121 3.46893 -4.55013
C 1.51691 2.33617 -4.52199
C 1.15835 1.73230 -3.31260
P 0.02190 0.26119 -3.32892
C -1.42504 0.72745 -4.33763
C -2.40793 -0.26328 -4.40913
C -3.60033 -0.03358 -5.08007
C -3.83045 1.19815 -5.67662
C -2.87426 2.20119 -5.57523
C -1.67986 1.97160 -4.90493
C 0.98409 -0.87510 -4.40738
C 2.34591 -1.03388 -4.13643
C 3.11029 -1.93977 -4.85637
C 2.52337 -2.71231 -5.85106
C 1.16809 -2.57799 -6.11205
C 0.39982 -1.66690 -5.39344
H 2.92157 3.74402 -1.22850
H 3.40622 4.90165 -3.37511
H 2.54923 3.93806 -5.49825
H 1.16539 1.90653 -5.45306
H -2.25101 -1.21907 -3.91165
H -4.35257 -0.81284 -5.12167
H -4.75664 1.38111 -6.20916
H -3.06333 3.17610 -6.01153
H -0.96933 2.77986 -4.80292
H 2.81396 -0.43825 -3.35990
H 4.16649 -2.04521 -4.63699
H 3.12229 -3.41190 -6.42377
H 0.69939 -3.18751 -6.87651
H -0.65354 -1.56926 -5.61708
C 3.56555 -1.02264 6.89982
C 4.16097 -0.90877 5.65432
C 3.41767 -0.46350 4.56526
C 2.08131 -0.13083 4.72574
C 1.48060 -0.25633 5.97715
C 2.21957 -0.70133 7.05971
As 0.98457 0.59110 3.29358
C -0.48442 -0.62632 3.43145
C -0.17348 -1.97249 3.58005
C -1.19743 -2.86763 3.82018
C -2.50937 -2.41939 3.93676
C -2.80539 -1.07396 3.79506
C -1.79057 -0.16582 3.53023
C 0.75019 2.36805 3.99955
C 1.92182 3.03864 4.33936
C 1.86233 4.35470 4.76759
C 0.63486 4.99971 4.86875
C -0.53338 4.31604 4.56941
C -0.47747 3.00149 4.13033
H 4.14896 -1.35156 7.75194
H 5.20650 -1.16255 5.52349
H 3.89258 -0.38525 3.59616
H 0.43935 -0.00010 6.10645
H 1.74882 -0.79682 8.03007
H 0.84610 -2.31927 3.50589
H -0.97229 -3.92350 3.90517
H -3.30703 -3.12948 4.11836
H -3.82795 -0.72598 3.86173
H -2.02765 0.87709 3.36824
H 2.88023 2.54162 4.28944
H 2.77597 4.87701 5.01816
H 0.59118 6.03625 5.18060
H -1.49306 4.80873 4.65932
H -1.39057 2.48754 3.87803
```

energy above the lowest of the compared OMol25 structures with the same formula, charge and spin of number 1 (C56H42AsF8N5O2Ta)?
0.0 kJ/mol

Number 1 is which compound?
C56H42AsF8N5O2Ta